Below is a molecular structure, C50H52N8NiO2S2Sb at a distorted geometry, with properties calculated with ωB97M-V with the def2-TZVPD basis set.

Element x y z (Å)
Ni (0.305, 0.481, 0.149)
C (0.103, -6.708, 3.217)
C (-0.435, -5.530, 2.473)
C (-1.071, -4.493, 3.145)
C (-1.451, -3.341, 2.481)
C (-1.196, -3.217, 1.127)
C (-0.647, -4.277, 0.425)
C (-0.279, -5.431, 1.093)
S (-1.384, -1.645, 0.278)
O (-2.659, -1.574, -0.400)
O (-0.226, -1.577, -0.635)
N (-1.140, -0.409, 1.247)
C (-1.971, 0.348, 2.002)
C (-3.068, -0.102, 2.716)
C (-3.743, 0.753, 3.588)
C (-3.360, 2.060, 3.745)
C (-2.315, 2.590, 2.963)
C (-1.932, 3.946, 2.992)
C (-0.963, 4.382, 2.129)
C (-0.351, 3.470, 1.259)
N (-0.635, 2.183, 1.239)
C (-1.611, 1.734, 2.075)
H (0.082, -6.528, 4.287)
H (1.131, -6.901, 2.914)
H (-0.477, -7.603, 3.004)
H (-1.245, -4.579, 4.207)
H (-1.920, -2.537, 3.026)
H (-0.494, -4.179, -0.638)
H (0.161, -6.256, 0.551)
H (-3.408, -1.118, 2.591)
H (-4.577, 0.362, 4.151)
H (-3.873, 2.697, 4.446)
H (-2.426, 4.627, 3.670)
H (-0.662, 5.418, 2.103)
H (0.392, 3.833, 0.563)
C (1.722, 0.466, 3.058)
N (2.500, -0.107, 4.138)
C (3.891, -0.196, 3.708)
N (4.027, -1.029, 2.519)
C (3.236, -0.446, 1.453)
N (1.806, -0.334, 1.815)
C (1.353, -1.698, 2.162)
N (2.118, -2.303, 3.232)
C (2.014, -1.453, 4.413)
C (3.518, -2.359, 2.829)
H (2.100, 1.472, 2.864)
H (0.674, 0.521, 3.366)
H (4.486, -0.625, 4.516)
H (4.256, 0.809, 3.483)
H (3.317, -1.077, 0.563)
H (3.630, 0.549, 1.233)
H (1.425, -2.327, 1.270)
H (0.313, -1.634, 2.483)
H (2.606, -1.892, 5.219)
H (0.967, -1.399, 4.724)
H (3.607, -3.001, 1.948)
H (4.105, -2.785, 3.647)
N (1.560, -0.858, -2.663)
C (2.208, 0.226, -2.245)
N (1.942, 0.872, -1.138)
C (2.829, 1.912, -0.950)
C (2.856, 2.763, 0.147)
C (3.795, 3.772, 0.200)
C (4.719, 3.940, -0.827)
C (4.722, 3.096, -1.922)
C (3.779, 2.086, -1.969)
S (3.547, 0.864, -3.195)
H (0.890, -1.293, -2.035)
H (1.786, -1.284, -3.544)
H (2.147, 2.602, 0.942)
H (3.820, 4.434, 1.052)
H (5.446, 4.733, -0.767)
H (5.427, 3.214, -2.730)
C (-1.570, -2.483, -3.343)
C (-1.109, -1.405, -4.276)
C (-0.704, -1.761, -5.560)
C (-0.244, -0.819, -6.460)
C (-0.163, 0.508, -6.079)
C (-0.546, 0.879, -4.803)
C (-1.042, -0.060, -3.906)
Sb (-1.704, 0.722, -1.963)
C (-3.851, 0.413, -2.217)
C (-4.313, -0.348, -3.278)
C (-5.669, -0.577, -3.434)
C (-6.564, -0.078, -2.506)
C (-6.101, 0.682, -1.447)
C (-4.747, 0.955, -1.300)
C (-4.264, 1.820, -0.178)
C (-1.460, 2.842, -2.515)
C (-0.301, 3.431, -2.039)
C (0.043, 4.720, -2.410)
C (-0.782, 5.418, -3.274)
C (-1.940, 4.827, -3.745)
C (-2.299, 3.531, -3.384)
C (-3.530, 2.932, -3.981)
H (-2.075, -3.280, -3.890)
H (-2.240, -2.097, -2.575)
H (-0.709, -2.922, -2.835)
H (-0.758, -2.799, -5.856)
H (0.056, -1.119, -7.451)
H (0.196, 1.256, -6.769)
H (-0.482, 1.917, -4.514)
H (-3.624, -0.749, -4.007)
H (-6.024, -1.145, -4.280)
H (-7.621, -0.277, -2.605)
H (-6.799, 1.071, -0.718)
H (-5.093, 2.272, 0.358)
H (-3.622, 2.621, -0.556)
H (-3.690, 1.213, 0.522)
H (0.355, 2.857, -1.391)
H (0.954, 5.167, -2.041)
H (-0.516, 6.416, -3.592)
H (-2.586, 5.367, -4.421)
H (-3.917, 3.574, -4.766)
H (-4.308, 2.802, -3.231)
H (-3.302, 1.961, -4.413)

Forces on atoms 1 to 2 (eV/Å):
Ni 0.44 -0.51 0.43
C -0.03 -0.09 0.00

Multiplicity: 1
Relative energy (zero: lowest compared OMol25 entry of this formula, charge and spin) in kJ/mol: 131.2
E_HOMO (alpha / beta) in eV: -10.2 / -10.2
E in eV: -137956.24856
Molar mass in g mol⁻¹: 1041.6
Gap between HOMO and LUMO (alpha / beta) in Ha: 0.24506 / 0.24430
Charge: +1
Lowest unoccupied orbital energy (alpha / beta) in eV: -3.54 / -3.57

Here are the Mulliken charges for atoms 1 to 6, given in e:
1. Ni 0.64
2. C -1.64
3. C 0.97
4. C -1.01
5. C -0.43
6. C -0.35